Entry 1:
ORCA calculation (ωB97M-V/def2-TZVPD) on a 2-piece molecular cluster, C4H12N4 overall.

Frontier orbital gap (hartree): 0.3178
LUMO (hartree): 0.02969
Energy relative to the best compared isomer or geometry (same formula, charge and spin) (kcal/mol): 112.5

Atoms and positions in Å:
C 0.1244 1.5297 -0.2928
C -1.0722 0.9678 -0.4533
C -2.2417 1.1161 0.4006
C -1.3680 0.0466 -1.6141
N 1.0051 -2.2216 1.0296
N 1.1724 -0.9336 1.1425
N 2.1867 -0.3262 0.6691
N 3.0385 -1.0874 -0.0392
H 1.0677 1.3202 -0.7742
H 0.4963 2.3126 0.4566
H -1.9167 1.5561 1.2898
H -2.5772 0.1905 0.7124
H -2.9724 1.7619 -0.1518
H -1.7285 -0.9567 -1.2810
H -0.4731 0.0412 -2.3004
H -2.1511 0.5455 -2.1332
H 0.1291 -2.4413 1.4926
H 0.5030 -0.2495 1.5905
H 2.6954 -2.0278 0.0407
H 4.0822 -1.1441 0.2157

=====

Entry 2:
ORCA calculation (ωB97M-V/def2-TZVPD) on a 2-piece molecular cluster, C4H12N4 overall.

Frontier orbital gap (hartree): 0.3633
LUMO (hartree): 0.03576
Energy relative to the best compared isomer or geometry (same formula, charge and spin) (kcal/mol): 72.5

Atoms and positions in Å:
C 2.2818 -1.2125 -0.1545
C 0.2885 -0.2161 1.4600
C -0.0492 -0.7413 -0.8665
C 1.0730 -0.3039 0.0656
N 0.5985 3.2097 -0.1611
N 0.9174 2.1185 -0.0841
N -2.2862 1.7647 0.7016
N 1.4304 1.0667 -0.2358
H 3.2383 -0.6221 -0.1697
H 2.3112 -1.9604 0.7030
H 2.2542 -1.8419 -1.0672
H -0.7388 -0.0020 1.2787
H 0.7191 0.4535 2.1600
H 0.3545 -1.3096 1.6793
H -0.6045 0.1770 -1.0641
H 0.1741 -1.1793 -1.7890
H -0.5488 -1.5277 -0.3224
H -3.2051 1.6047 0.2752
H -2.5415 2.1118 1.6152
H -1.9859 2.5239 0.1772

=====

Entry 3:
ORCA calculation (ωB97M-V/def2-TZVPD) on C4H12N4 as an isolated structure.

Frontier orbital gap (hartree): 0.3126
LUMO (hartree): 0.03728
Energy relative to the best compared isomer or geometry (same formula, charge and spin) (kcal/mol): 61.7

Atoms and positions in Å:
C 1.2428 -1.0220 -0.4546
C 0.1708 0.5534 -1.9132
N 0.4349 0.1717 -0.5470
N 1.7885 1.6631 -0.0547
N 1.8007 1.8684 1.0644
H 0.7461 1.1011 1.8209
H 1.4415 -1.2544 0.5940
H 2.2085 -0.8872 -0.9583
H 0.7424 -1.8882 -0.9095
H -0.4258 1.4677 -1.9306
H 1.1085 0.7515 -2.4490
H -0.3790 -0.2310 -2.4530
C -1.9116 -0.7884 0.6690
C -0.9074 0.3261 0.8062
N -0.2672 0.4738 1.9877
H -0.0269 -0.4121 2.4243
H -1.2713 1.2794 0.4216
H -2.8503 -0.4923 1.1406
H -2.0972 -0.9734 -0.3898
H -1.5479 -1.7071 1.1308

=====

Entry 4:
ORCA calculation (ωB97M-V/def2-TZVPD) on a 2-piece molecular cluster, C4H12N4 overall.

Frontier orbital gap (spin up / spin down) (hartree): 0.2658 / 0.3185
LUMO (spin up / spin down) (hartree): 0.03663 / -0.00954
⟨S²⟩: 2.009
Energy relative to the best compared isomer or geometry (same formula, charge and spin) (kcal/mol): 0.0
Multiplicity: 3

Atoms and positions in Å:
C 1.1463 0.1814 -0.8788
C 0.2414 0.2128 0.3836
C 0.6916 -0.7675 1.4502
C 0.1474 1.6341 0.9654
N 0.2339 0.4332 -1.9881
N -1.0705 0.4192 -1.3634
N -1.0816 -0.0607 -0.1477
N -1.3492 -2.1313 -0.4034
H 1.9494 0.9159 -0.8261
H 1.5673 -0.8191 -1.0047
H 0.6665 -1.7772 1.0534
H 0.0342 -0.7061 2.3132
H 1.7062 -0.5262 1.7602
H -0.6191 1.6593 1.7367
H -0.1311 2.3455 0.1899
H 1.0996 1.9301 1.3969
H 0.3620 1.3574 -2.3966
H -1.8051 0.1059 -1.9846
H -2.2699 -2.0271 -0.8236
H -1.5195 -2.3794 0.5676

=====

Entry 5:
ORCA calculation (ωB97M-V/def2-TZVPD) on a 2-piece molecular cluster, C4H12N4 overall.

Frontier orbital gap (hartree): 0.3080
LUMO (hartree): -0.34360
Energy relative to the best compared isomer or geometry (same formula, charge and spin) (kcal/mol): 42.6
Net charge: +2

Atoms and positions in Å:
C -0.7243 1.1966 0.5186
C 1.8062 0.1709 0.0257
C -0.8091 -1.0263 -0.4166
C -0.1635 -0.1353 0.6379
N -1.8722 1.3479 -0.0222
N 2.2943 1.2214 -0.5954
N 2.4676 -0.8333 0.5183
N -2.2644 -1.1896 -0.1352
H -0.2644 2.1879 0.8260
H -0.4170 -2.0957 -0.4970
H -0.6300 -0.5940 -1.3569
H 0.0116 -0.4664 1.5633
H -2.2829 2.2447 -0.2745
H 1.7129 1.8824 -1.1058
H 3.2304 1.5430 -0.6671
H 2.0715 -1.5697 1.0768
H 3.3628 -1.1595 0.1187
H -2.3887 0.5747 -0.3320
H -2.3681 -1.4685 0.8237
H -2.7725 -1.8312 -0.7062

=====

Entry 6:
ORCA calculation (ωB97M-V/def2-TZVPD) on a 2-piece molecular cluster, C4H12N4 overall.

Frontier orbital gap (spin up / spin down) (hartree): 0.3604 / 0.2114
LUMO (spin up / spin down) (hartree): -0.32613 / -0.40091
Energy relative to the best compared isomer or geometry (same formula, charge and spin) (kcal/mol): 135.0
Net charge: +2

Atoms and positions in Å:
C 3.4648 0.7275 0.2428
C 4.2179 -1.5415 -0.3114
C -4.0073 0.5990 0.0471
C -2.9798 -0.4461 0.3006
N 3.9003 -0.4159 -0.0780
N 2.1985 1.1263 0.1921
N 1.1796 0.4559 -0.2014
N -1.7942 -0.4721 -0.4498
H 4.2681 1.3430 0.5995
H 4.6092 -1.7175 -1.2889
H 4.4486 -2.3669 0.4560
H -4.9133 0.1057 -0.6296
H -4.4997 0.7918 0.9862
H -3.8235 1.4837 -0.5555
H -3.5069 -1.4885 0.1865
H -2.6333 -0.5269 1.2696
H 2.0525 2.0553 0.5755
H 0.2280 1.0231 -0.2163
H -1.4014 0.3371 -0.9721
H -1.0080 -1.0729 -0.1528

=====

Entry 7:
ORCA calculation (ωB97M-V/def2-TZVPD) on C4H12N4O as an isolated structure.

Frontier orbital gap (hartree): 0.3859
LUMO (hartree): 0.03033
Energy relative to the best compared isomer or geometry (same formula, charge and spin) (kcal/mol): 61.0

Atoms and positions in Å:
C -1.2375 -0.6530 -0.0687
C 0.2931 -0.5177 -0.0375
C -1.6403 -2.0945 0.2334
N 0.7585 0.8560 -0.3224
C 2.2691 1.0275 0.0340
N 0.5751 1.2951 -1.6712
N 2.0874 1.9013 1.0101
N -1.9329 0.2499 0.8468
O 3.1569 0.4439 -0.5335
H -1.5900 -0.4139 -1.0786
H -0.4065 1.2229 -1.9142
H 1.1055 0.6819 -2.2910
H 0.8554 1.8023 0.6508
H 2.8890 2.2945 1.4863
H -1.6753 1.2160 0.6796
H -1.6969 0.0341 1.8105
H 0.6547 -0.7670 0.9640
H 0.7641 -1.2100 -0.7452
H -1.1900 -2.7896 -0.4767
H -2.7238 -2.1978 0.1862
H -1.3156 -2.3820 1.2373

=====

Entry 8:
ORCA calculation (ωB97M-V/def2-TZVPD) on C4H12N4O as an isolated structure.

Frontier orbital gap (hartree): 0.2649
LUMO (hartree): -0.02617
Energy relative to the best compared isomer or geometry (same formula, charge and spin) (kcal/mol): 117.0

Atoms and positions in Å:
C 1.5476 0.0692 -0.1635
C 0.1282 -1.5870 -1.2895
N 1.5209 -0.4349 1.2404
N 0.3747 -0.2043 -0.9191
C -0.7062 0.7020 -0.8575
N 1.4749 0.3917 2.1554
N -0.8746 1.3101 0.3901
C -1.4135 0.9985 -1.9540
O -0.7919 -0.6364 2.4682
H -1.2625 -1.4756 2.4087
H 0.4466 -0.1326 2.8540
H 1.2839 1.3806 1.8800
H -1.6562 1.9521 0.4012
H -0.9615 0.6095 1.1520
H 1.7432 1.1485 -0.1732
H 2.3994 -0.4488 -0.6164
H 0.9101 -1.9301 -1.9746
H 0.1189 -2.2201 -0.3976
H -0.8279 -1.6847 -1.7970
H -1.1587 0.5757 -2.9105
H -2.2953 1.6169 -1.8972

=====

- Among the records above, which one has the highest energy relative to the best compared isomer or geometry (same formula, charge and spin)?
  number 6

=====

- What is the formula in the seventh record?
  C4H12N4O

=====

- Number 7 is which compound?
  C4H12N4O

=====

- Which value of energy relative to the best compared isomer or geometry (same formula, charge and spin) does entry 8 give?
  117.0 kcal/mol